Entry 1:
Entry from OMol25: a structure of composition C40H51N6NaO4S2 (ωB97M-V with the def2-TZVPD basis set).

XYZ file:
```
104
Properties=species:S:1:pos:R:3
Na -0.245 0.294 -0.593
C -0.293 -3.511 -0.354
C 0.625 -3.105 0.793
C -0.089 -3.078 2.151
C -1.339 -2.209 2.431
C -1.483 -2.087 3.941
C -2.615 -2.806 1.833
N -1.144 -0.824 1.822
C -2.159 0.220 2.198
C -1.934 1.589 1.555
N -2.016 1.595 0.103
C -3.252 1.038 -0.416
C -3.179 -0.473 -0.754
O -4.225 -1.072 -0.951
O -1.988 -0.958 -0.793
C -1.419 2.773 -0.574
C -2.463 3.819 -0.958
C -0.372 2.543 -1.753
C -0.521 1.671 -3.075
C -1.953 1.375 -3.504
C 0.119 2.501 -4.194
N 0.171 0.343 -2.901
C 1.523 0.195 -3.427
C 2.313 -1.076 -3.007
N 1.617 -1.145 -0.600
C 2.548 -0.014 -0.393
C 2.166 0.987 0.739
O 3.107 1.543 1.295
O 0.923 1.165 0.927
H -1.040 -4.200 0.043
H 0.267 -4.063 -1.105
H -0.841 -2.693 -0.813
H 1.357 -3.916 0.891
H 0.650 -2.852 2.918
H -0.416 -4.104 2.353
H -1.509 -3.092 4.365
H -2.416 -1.599 4.221
H -0.641 -1.557 4.384
H -2.655 -3.861 2.106
H -2.666 -2.723 0.750
H -3.509 -2.333 2.241
H -0.171 -0.491 1.994
H -1.269 -0.969 0.797
H -2.114 0.342 3.279
H -3.133 -0.201 1.951
H -0.944 1.940 1.845
H -2.680 2.260 2.017
H -3.548 1.552 -1.329
H -4.086 1.186 0.283
H -0.776 3.217 0.187
H -3.039 3.545 -1.841
H -1.982 4.775 -1.168
H -3.172 3.975 -0.143
H 0.579 2.236 -1.299
H -0.173 3.564 -2.086
H -2.560 2.279 -3.495
H -2.434 0.621 -2.883
H -1.944 0.991 -4.526
H -0.490 3.389 -4.367
H 0.160 1.934 -5.125
H 1.125 2.843 -3.950
H -0.448 -0.398 -3.206
H 2.085 1.073 -3.102
H 1.552 0.233 -4.523
H 3.364 -0.794 -2.898
H 2.300 -1.765 -3.853
H 2.516 0.572 -1.306
H 3.583 -0.329 -0.241
S 4.614 -4.499 -3.255
C 3.953 -5.400 -4.542
C 2.593 -5.307 -4.569
C 2.090 -4.470 -3.538
C 3.080 -3.956 -2.744
C 2.926 -3.055 -1.575
C 1.911 -1.943 -1.784
N 1.428 -1.833 0.668
C 2.654 -1.960 1.383
C 3.724 -2.620 0.826
C 4.957 -2.682 1.531
C 5.111 -2.039 2.720
C 4.030 -1.320 3.286
C 4.179 -0.553 4.467
C 3.127 0.171 4.942
C 1.893 0.056 4.243
N 1.703 -0.647 3.168
C 2.783 -1.307 2.643
C 3.219 1.048 6.118
C 2.606 2.255 6.300
C 2.920 2.842 7.555
C 3.757 2.064 8.296
S 4.203 0.647 7.459
C 3.664 -3.298 -0.483
H 4.588 -5.956 -5.211
H 1.975 -5.810 -5.298
H 1.040 -4.265 -3.392
H 0.983 -2.431 -2.077
H 5.786 -3.219 1.089
H 6.061 -2.051 3.239
H 5.151 -0.518 4.947
H 1.031 0.584 4.645
H 1.976 2.712 5.551
H 2.535 3.793 7.892
H 4.145 2.266 9.280
H 4.351 -4.139 -0.552
```

Output
E_LUMO: -0.23 eV
HOMO: -7.878 eV
Energy relative to the best compared isomer or geometry (same formula, charge and spin): 0.0 kcal/mol

Entry 2:
Entry from OMol25: a cluster of 2 separate species, C3H6N2O in total in a non-equilibrium geometry (ωB97M-V with the def2-TZVPD basis set).

XYZ file:
```
12
Properties=species:S:1:pos:R:3
C 0.005 -0.046 0.124
C 3.164 0.327 -0.122
C -2.361 -0.081 0.064
N 2.869 -0.849 0.223
N -1.092 -0.765 -0.032
O 0.287 1.082 0.367
H 2.450 1.258 0.096
H -1.089 -1.701 -0.307
H 4.019 0.583 -0.746
H -2.773 0.325 -0.782
H -3.102 -0.787 0.375
H -2.378 0.656 0.740
```

Output
E_LUMO (spin up / spin down): 0.51 / 0.20 eV
HOMO (spin up / spin down): -9.213 / -7.682 eV
Energy relative to the best compared isomer or geometry (same formula, charge and spin): 114.5 kcal/mol

Entry 3:
Entry from OMol25: a cluster of 2 separate species, C2H3F3S in total in a non-equilibrium geometry (ωB97M-V with the def2-TZVPD basis set).

XYZ file:
```
9
Properties=species:S:1:pos:R:3
C 0.128 0.259 0.068
C -3.843 -0.070 -0.035
F -4.549 0.323 1.051
F -4.456 0.069 -1.172
F -3.215 -1.208 0.002
S -1.098 1.658 0.009
H 0.724 0.478 -0.840
H -0.504 -0.608 0.158
H 0.619 0.324 0.938
```

Output
E_LUMO (spin up / spin down): -0.09 / -1.68 eV
HOMO (spin up / spin down): -9.212 / -8.826 eV
Energy relative to the best compared isomer or geometry (same formula, charge and spin): 95.4 kcal/mol

Entry 4:
Entry from OMol25: an isolated molecule of C4H3N3O in a non-equilibrium geometry (ωB97M-V with the def2-TZVPD basis set).

XYZ file:
```
11
Properties=species:S:1:pos:R:3
H -1.706 1.824 1.153
N -1.264 0.960 1.195
C -0.385 0.738 0.384
N -0.050 1.736 -0.769
C 0.881 0.987 -1.259
N 1.217 -0.286 -0.747
C 0.385 -0.373 0.322
C 0.022 -1.868 0.673
O 0.306 -2.855 -0.025
H 1.635 1.232 -2.191
H -1.039 -2.095 1.265
```

Output
SMILES: [H]/N=C1\N=CN=C1C=O
E_LUMO: -2.20 eV
HOMO: -10.499 eV
Energy relative to the best compared isomer or geometry (same formula, charge and spin): 80.5 kcal/mol

Entry 5:
Entry from OMol25: an isolated molecule of C5H4N2 in a non-equilibrium geometry (ωB97M-V with the def2-TZVPD basis set).

XYZ file:
```
11
Properties=species:S:1:pos:R:3
C 2.734 -0.445 -0.027
C 1.594 -0.098 0.132
C 0.212 0.184 0.150
C -0.461 1.246 -0.484
N -1.761 0.993 -0.612
N -1.914 -0.249 -0.018
C -0.763 -0.719 0.480
H 3.752 -0.724 -0.128
H 0.059 2.165 -0.766
H -2.775 -0.763 0.164
H -0.677 -1.590 1.109
```

Output
SMILES: C#Cc1cn[nH]c1
E_LUMO: 0.88 eV
HOMO: -8.792 eV
Energy relative to the best compared isomer or geometry (same formula, charge and spin): 50.1 kcal/mol

Entry 6:
Entry from OMol25: a cluster of 12 separate species, C4H31N2O13 in total in a non-equilibrium geometry (ωB97M-V with the def2-TZVPD basis set).

XYZ file:
```
50
Properties=species:S:1:pos:R:3
O 3.363 0.542 -0.919
C 2.310 0.815 -0.369
N 2.355 0.899 1.003
C 1.005 0.682 -1.172
C 1.161 1.278 -2.511
N 0.777 -0.777 -1.299
C -0.246 -1.179 -2.309
O -1.405 -0.453 -2.101
H 3.303 0.789 1.308
H 1.678 1.346 1.562
H 0.290 1.189 -0.490
H 1.997 2.032 -2.635
H 1.289 0.567 -3.354
H 0.272 1.821 -2.951
H 0.524 -1.150 -0.371
H 0.044 -1.096 -3.387
H -0.632 -2.233 -1.990
H -1.350 0.480 -2.173
H -3.682 0.471 0.199
O -3.710 1.184 0.835
H 0.117 2.763 0.618
H 0.892 4.108 0.580
O 1.050 3.146 0.622
H 4.023 -0.931 -0.059
H 3.139 -1.627 0.937
O 4.035 -1.701 0.492
H 1.527 -4.196 -0.458
H 0.198 -4.612 -0.448
O 0.741 -3.977 0.037
H -2.930 1.786 0.544
H -1.970 3.372 0.425
O -1.505 2.544 0.363
H 0.474 -0.821 3.340
H 0.656 0.451 3.768
O 0.998 -0.422 4.047
H -1.064 -2.138 1.611
H -2.633 -2.107 1.729
O -1.808 -2.355 2.152
H -5.399 -0.402 2.079
H -3.907 -0.308 2.027
O -4.625 -0.861 2.392
H -1.668 2.089 -1.147
H -2.846 2.205 -2.312
O -1.910 2.164 -2.159
H -1.587 0.137 2.153
H -1.294 1.334 1.642
O -1.106 0.916 2.504
H 2.531 -2.162 -1.850
H 3.436 -2.602 -0.849
O 3.095 -2.997 -1.658
```

Output
E_LUMO (spin up / spin down): -0.38 / -5.75 eV
Expectation value of S²: 0.76
HOMO (spin up / spin down): -10.486 / -10.460 eV
2S+1: 2
Energy relative to the best compared isomer or geometry (same formula, charge and spin): 89.6 kcal/mol

Entry 7:
Entry from OMol25: a cluster of 4 separate species, C26H39F9O9 in total in a non-equilibrium geometry (ωB97M-V with the def2-TZVPD basis set).

XYZ file:
```
83
Properties=species:S:1:pos:R:3
C 6.838 -2.260 4.971
C 5.880 -1.748 4.053
C 4.701 -1.257 3.015
C 5.107 0.092 2.152
C 3.708 0.732 1.564
C 3.604 0.738 -0.073
O 2.552 -0.128 -0.631
C 2.699 -1.529 -0.203
O 3.871 -2.215 -0.237
C 1.315 -2.299 0.305
C 1.112 -2.284 1.931
C 0.000 -1.216 2.486
C -0.147 0.160 1.610
C -0.918 1.391 2.435
O -0.046 2.070 3.411
C -0.223 1.544 4.774
C 1.272 1.070 5.331
H 7.508 -3.008 5.613
H 3.768 -0.978 3.671
H 4.479 -2.164 2.301
H 5.566 0.878 2.918
H 5.936 -0.094 1.345
H 3.675 1.866 1.921
H 2.803 0.176 2.093
H 4.648 0.503 -0.583
H 3.335 1.852 -0.403
H 0.435 -1.840 -0.314
H 1.478 -3.442 0.002
H 2.092 -2.128 2.552
H 0.708 -3.368 2.228
H -1.087 -1.700 2.547
H 0.292 -0.996 3.623
H 0.857 0.614 1.216
H -0.833 -0.078 0.684
H -1.962 1.054 2.877
H -1.180 2.210 1.608
H -0.925 0.601 4.763
H -0.729 2.355 5.487
H 1.293 -0.071 5.617
H 1.477 1.733 6.294
H 2.089 1.280 4.504
C -0.486 -0.638 -3.761
C -1.126 -1.692 -4.645
O -1.961 -2.564 -3.870
C -3.211 -2.088 -3.563
O -3.626 -0.985 -3.909
C -4.007 -3.131 -2.781
F -3.284 -3.699 -1.774
F -4.426 -4.158 -3.574
F -5.128 -2.620 -2.198
H 0.055 -1.107 -2.933
H 0.211 -0.021 -4.336
H -1.241 0.017 -3.317
H -0.345 -2.316 -5.093
H -1.691 -1.243 -5.470
C -1.795 4.739 4.801
C -2.912 5.608 5.349
O -2.379 6.783 5.976
C -2.019 7.806 5.137
O -2.128 7.756 3.914
C -1.515 9.007 5.935
F -0.633 8.655 6.914
F -2.530 9.671 6.559
F -0.875 9.930 5.163
H -1.072 4.501 5.588
H -2.194 3.807 4.392
H -1.244 5.256 4.009
H -3.458 5.056 6.122
H -3.637 5.876 4.572
C -1.795 -6.031 -9.277
C -2.912 -5.162 -8.729
O -2.379 -3.987 -8.102
C -2.019 -2.963 -8.942
O -2.128 -3.013 -10.164
C -1.515 -1.763 -8.144
F -0.633 -2.114 -7.164
F -2.530 -1.099 -7.520
F -0.875 -0.840 -8.915
H -1.072 -6.269 -8.490
H -2.194 -6.963 -9.686
H -1.244 -5.514 -10.069
H -3.458 -5.714 -7.956
H -3.637 -4.894 -9.506
```

Output
SMILES: C#CCCCCOC(=O)CCCCCOCC.CCOC(=O)C(F)(F)F.CCOC(=O)C(F)(F)F.CCOC(=O)C(F)(F)F
E_LUMO: 0.33 eV
HOMO: -9.228 eV

Entry 8:
Entry from OMol25: a structure of composition C41H44N7O2P2SV in a non-equilibrium geometry (ωB97M-V with the def2-TZVPD basis set).

XYZ file:
```
98
Properties=species:S:1:pos:R:3
V -0.596 0.066 0.148
C 3.581 -0.128 1.247
C 2.200 0.220 0.799
N 1.155 -0.496 1.046
N 1.323 -1.628 1.793
C 0.184 -2.261 2.012
N 0.296 -3.411 2.706
S -1.415 -1.809 1.501
C 1.917 1.489 0.103
C 2.900 2.444 -0.121
C 2.547 3.669 -0.657
C 1.213 3.918 -0.941
C 0.298 2.905 -0.723
N 0.631 1.702 -0.256
H 3.643 -1.194 1.452
H 4.320 0.141 0.491
H 3.844 0.411 2.160
H 1.195 -3.675 3.070
H -0.529 -3.902 2.994
H 3.922 2.244 0.165
H 3.300 4.426 -0.826
H 0.884 4.871 -1.329
H -0.756 3.051 -0.936
C -4.392 0.631 -2.286
O -4.528 1.093 -0.917
C -3.315 0.988 -0.379
N -2.360 0.511 -1.074
C -2.942 0.104 -2.367
C -2.210 0.624 -3.575
C -1.121 1.473 -3.471
C -0.457 1.913 -4.611
C -0.885 1.505 -5.864
C -1.982 0.658 -5.974
C -2.639 0.220 -4.836
C -3.184 1.398 1.034
C -4.317 1.756 1.746
C -4.179 2.051 3.091
C -2.914 2.009 3.644
C -1.831 1.677 2.838
N -1.949 1.339 1.550
C -0.471 1.710 3.417
N 0.595 1.762 2.752
C 1.703 1.774 3.718
C 0.994 1.826 5.092
O -0.416 1.724 4.767
C 2.645 2.926 3.470
C 4.007 2.774 3.699
C 4.877 3.841 3.523
C 4.387 5.074 3.117
C 3.027 5.232 2.887
C 2.161 4.163 3.059
H -4.566 1.485 -2.940
H -5.148 -0.132 -2.455
H -2.929 -0.990 -2.371
H -0.765 1.769 -2.492
H 0.397 2.571 -4.514
H -0.370 1.843 -6.753
H -2.321 0.333 -6.948
H -3.480 -0.459 -4.934
H -5.274 1.777 1.248
H -5.037 2.308 3.696
H -2.740 2.237 4.684
H 2.253 0.836 3.600
H 1.152 2.771 5.611
H 1.247 0.996 5.747
H 4.394 1.812 4.019
H 5.936 3.712 3.706
H 5.063 5.908 2.985
H 2.641 6.193 2.571
H 1.103 4.287 2.861
C -0.189 -1.936 -3.397
P 0.357 -1.580 -1.674
C 2.055 -1.053 -2.131
C 0.608 -3.292 -1.055
C 1.903 -3.730 -0.784
C 2.151 -5.016 -0.334
C 1.095 -5.895 -0.154
C -0.196 -5.467 -0.415
C -0.469 -4.171 -0.849
P -2.222 -3.702 -1.213
C -3.175 -4.575 0.106
C -2.508 -4.856 -2.620
H 0.383 -2.794 -3.754
H 0.023 -1.080 -4.036
H -1.247 -2.167 -3.457
H 2.734 -1.004 -1.283
H 2.478 -1.721 -2.883
H 1.976 -0.052 -2.559
H 2.746 -3.065 -0.921
H 3.168 -5.330 -0.138
H 1.273 -6.907 0.185
H -1.013 -6.166 -0.274
H -2.522 -5.096 0.802
H -3.854 -5.302 -0.344
H -3.759 -3.859 0.679
H -2.336 -5.898 -2.348
H -1.840 -4.600 -3.443
H -3.536 -4.751 -2.970
```

Output
E_LUMO (spin up / spin down): -2.68 / -2.77 eV
Total charge: +1
Expectation value of S²: 3.77
HOMO (spin up / spin down): -9.317 / -9.946 eV
2S+1: 4
Energy relative to the best compared isomer or geometry (same formula, charge and spin): 0.0 kcal/mol

Entry 9:
Entry from OMol25: an isolated molecule of C4H11P3 in a non-equilibrium geometry (ωB97M-V with the def2-TZVPD basis set).

XYZ file:
```
18
Properties=species:S:1:pos:R:3
H 1.516 2.404 2.087
P 2.529 1.432 2.024
C 2.004 0.682 0.604
C 2.787 -0.476 0.055
P 0.652 1.275 -0.459
C -0.396 -0.477 -0.583
P -1.936 -0.105 -1.544
C -3.189 -0.752 -0.343
H 2.282 -1.417 0.297
H 2.863 -0.409 -1.033
H 3.788 -0.513 0.486
H -0.142 1.781 0.578
H 0.232 -1.177 -1.131
H -0.576 -0.828 0.433
H -2.072 1.230 -1.119
H -3.017 -0.360 0.661
H -3.146 -1.842 -0.328
H -4.179 -0.449 -0.686
```

Output
SMILES: [H]/P=C(/C)PCPC
E_LUMO: 0.06 eV
HOMO: -8.584 eV
Energy relative to the best compared isomer or geometry (same formula, charge and spin): 2.4 kcal/mol

Entry 10:
Entry from OMol25: the ion C3H9N4S2 with charge +1 in a non-equilibrium geometry (ωB97M-V with the def2-TZVPD basis set).

XYZ file:
```
18
Properties=species:S:1:pos:R:3
C -0.831 0.159 0.488
C 0.261 -0.462 1.301
C -1.356 -0.476 -0.783
N 1.123 -1.297 0.743
N -0.922 -0.109 -1.956
N 0.485 -0.206 2.559
N -0.041 0.827 -1.987
S 1.739 2.851 -2.408
S 0.959 1.201 -3.283
H -1.846 0.114 0.986
H -2.091 -1.382 -0.682
H 1.432 -1.247 -0.197
H -1.269 -0.466 -2.842
H 0.009 0.299 3.288
H 1.276 -0.703 2.923
H 1.862 -1.646 1.394
H 0.703 3.733 -2.537
H -0.446 1.152 0.334
```

Output
E_LUMO: -3.42 eV
Total charge: +1
HOMO: -10.506 eV
Energy relative to the best compared isomer or geometry (same formula, charge and spin): 23.4 kcal/mol

Entry 11:
Entry from OMol25: an isolated molecule of C5H8N2O in a non-equilibrium geometry (ωB97M-V with the def2-TZVPD basis set).

XYZ file:
```
16
Properties=species:S:1:pos:R:3
C -0.902 -0.920 -1.665
N -0.090 -1.794 -1.259
N 0.518 -1.687 -0.098
C 0.287 -0.541 0.777
C 1.206 0.727 0.475
C -0.018 1.579 0.301
C -0.937 0.332 0.356
O -1.467 0.082 -0.962
H -1.327 -1.088 -2.631
H 0.924 -2.533 0.311
H 0.279 -0.756 1.879
H 1.875 1.108 1.289
H 1.832 0.619 -0.382
H -0.132 2.251 -0.572
H -0.170 2.149 1.196
H -1.877 0.474 0.985
```

Output
SMILES: C1=NN[C@H]2CC[C@H]2O1
E_LUMO: 0.93 eV
HOMO: -7.755 eV
Energy relative to the best compared isomer or geometry (same formula, charge and spin): 67.5 kcal/mol

Entry 12:
Entry from OMol25: a structure of composition C16H18B2N6O2Sr in a non-equilibrium geometry (ωB97M-V with the def2-TZVPD basis set).

XYZ file:
```
45
Properties=species:S:1:pos:R:3
H -0.179 2.969 0.464
N 0.247 1.735 -1.210
B 0.944 0.857 -3.497
N 0.817 2.002 -2.448
C 1.137 3.305 -2.541
Sr -0.631 -0.648 -0.253
H 1.586 3.685 -3.452
C 0.776 3.920 -1.342
H 0.901 4.959 -1.089
C 0.222 2.904 -0.546
H 1.355 1.274 -4.535
C -1.851 -2.965 -0.439
H -2.023 -2.735 0.632
H -1.115 -3.774 -0.569
H -2.782 -3.134 -0.993
N -0.478 0.260 -3.647
N 1.871 -0.237 -2.913
N -1.165 -0.296 -2.563
N 1.517 -0.890 -1.738
C -1.234 0.206 -4.754
C 3.043 -0.710 -3.377
H -0.820 0.608 -5.670
H 3.460 -0.312 -4.290
C -2.441 -0.402 -4.433
C 3.484 -1.705 -2.499
C -2.357 -0.719 -3.063
C 2.493 -1.790 -1.496
H -3.259 -0.590 -5.108
H 4.383 -2.274 -2.577
H -3.072 -1.245 -2.427
H 2.455 -2.447 -0.638
H 0.353 0.982 1.699
O 0.239 -0.720 3.260
B -0.066 0.572 2.756
O -0.880 1.285 3.642
C -1.114 0.417 4.686
C -1.516 0.819 5.933
C -0.981 0.119 7.019
C -0.268 -1.064 6.832
C -0.024 -1.573 5.548
C -0.398 -0.787 4.481
H -2.158 1.688 6.043
H -1.142 0.530 8.017
H 0.133 -1.584 7.703
H 0.536 -2.494 5.391
```

Output
E_LUMO: -0.13 eV
HOMO: -6.212 eV
Energy relative to the best compared isomer or geometry (same formula, charge and spin): 0.0 kcal/mol